# 1
54
Properties=species:S:1:pos:R:3:mulliken_charge:R:1 method="wB97M-V/def2-TZVPD" homo_ev=-8.9 homo_lumo_gap_ha=0.335 de_lowest_kcal_mol=339.5 lumo_energy_ev=0.263 largest_force_ev_per_a=8.17
C 5.42 2.99 -1.51 -0.68
O 4.34 2.50 -2.20 -0.31
P 2.89 3.34 -2.29 0.58
O 3.15 4.83 -2.44 -0.69
O 2.09 2.48 -3.42 -0.34
C 2.39 1.05 -3.56 -0.81
O 2.05 3.05 -0.92 0.16
C 0.67 3.47 -0.98 -0.74
H 5.76 2.53 -0.58 0.25
H 5.16 4.03 -1.32 0.32
H 6.30 2.87 -2.14 0.24
H 1.45 0.49 -3.52 0.45
H 3.11 0.56 -2.91 0.31
H 2.82 0.81 -4.53 0.36
H 0.22 3.82 -1.91 0.31
H 0.41 4.18 -0.19 0.40
H 0.21 2.55 -0.61 0.25
C -4.65 0.86 1.08 -0.66
O -3.96 -0.05 0.23 -0.31
P -3.39 -1.41 0.99 1.15
O -2.62 -1.24 2.20 -0.60
O -2.62 -2.14 -0.25 -0.42
C -1.67 -1.45 -1.03 -1.70
O -4.71 -2.33 1.24 -0.36
C -5.32 -2.59 2.45 -0.67
H -4.95 0.48 2.06 0.34
H -5.54 1.19 0.55 0.24
H -3.94 1.67 1.24 0.23
H -1.63 -0.37 -0.88 0.76
H -2.11 -1.71 -2.00 0.69
H -0.72 -1.97 -0.95 0.20
H -4.60 -2.42 3.25 0.32
H -5.57 -3.63 2.28 0.26
H -6.23 -2.03 2.69 0.26
C -0.40 -2.08 2.65 0.53
Cl -0.27 -3.02 1.20 -0.23
Cl 1.17 -1.27 3.10 -0.09
Cl -0.88 -3.08 4.04 -0.20
H -1.12 -1.29 2.46 0.10
C 1.39 1.50 2.73 0.01
Cl 1.11 2.10 1.11 0.07
Cl 2.20 2.62 3.77 -0.13
Cl 2.64 0.24 2.40 -0.17
H 0.46 1.14 3.16 0.29
C 1.02 -4.17 -1.11 0.46
Cl 0.34 -5.81 -1.23 -0.15
Cl -0.16 -3.03 -1.92 -0.04
Cl 2.63 -4.01 -1.77 -0.13
H 1.11 -3.85 -0.07 0.31
C 0.97 -0.39 -0.09 -0.04
Cl 1.60 -2.06 -0.05 -0.35
Cl -0.46 -0.32 0.90 -0.32
Cl 0.68 0.14 -1.78 -0.12
H 1.74 0.23 0.37 0.39

# 2
100
Properties=species:S:1:pos:R:3:mulliken_charge:R:1 method="wB97M-V/def2-TZVPD" homo_ev=-10.7 homo_lumo_gap_ha=0.234 charge=+1 lumo_energy_ev=-4.375 largest_force_ev_per_a=6.63
C 4.59 -2.11 -2.15 -0.87
C 4.01 -0.75 -1.45 -0.12
C 3.96 0.40 -2.59 -0.72
O 2.65 1.02 -2.54 -0.28
C 1.87 0.76 -3.73 -0.63
C 0.38 1.39 -3.49 0.34
N 0.52 2.49 -2.46 0.11
C -0.47 2.52 -1.53 -0.79
P -0.32 3.83 -0.18 0.02
C 1.47 3.59 0.49 -0.88
O -1.32 3.51 1.17 -0.41
C -1.56 1.38 -1.83 2.46
C -2.81 1.98 -2.69 -0.78
O -2.35 2.96 -3.69 -0.23
O -2.70 2.42 -4.91 -0.41
C -2.29 0.62 -0.61 -0.78
O -3.66 0.23 -0.89 -0.44
C -3.74 -1.11 -1.45 0.08
C -5.20 -1.72 -1.01 -0.95
C -0.58 0.40 -2.67 -1.16
O -1.14 -0.78 -3.31 -0.41
C -0.59 -1.89 -2.58 0.53
N -0.14 -2.73 -1.83 -0.54
H 3.70 -2.55 -2.74 0.09
H 4.96 -2.82 -1.31 0.33
H 5.46 -1.81 -2.85 0.26
H 4.62 -0.41 -0.54 0.33
H 2.93 -0.92 -1.11 0.15
H 4.22 -0.07 -3.61 0.42
H 4.73 1.20 -2.27 0.23
H 1.83 -0.38 -3.88 0.29
H 2.34 1.28 -4.65 0.36
H -0.11 1.78 -4.47 0.43
H 1.29 3.19 -2.39 0.32
H 2.27 3.98 -0.25 0.32
H 1.61 2.44 0.54 0.32
H 1.60 3.97 1.56 0.25
H -0.83 2.85 1.74 0.32
H -3.35 1.14 -3.28 0.45
H -3.54 2.56 -2.01 0.39
H -2.92 3.20 -5.47 0.34
H -2.36 1.35 0.30 0.09
H -1.70 -0.29 -0.21 0.38
H -2.91 -1.82 -1.12 0.18
H -3.80 -1.01 -2.60 0.14
H -5.63 -1.20 -0.09 0.17
H -5.01 -2.84 -0.79 0.31
H -5.96 -1.68 -1.86 0.30
H 0.12 -0.04 -1.87 0.68
C 0.90 6.56 6.61 -1.42
C -0.06 5.83 5.68 0.37
C 0.03 4.29 5.78 -0.70
O 1.17 3.73 5.11 -0.33
C 2.37 3.77 5.87 -0.72
N 0.16 6.29 4.30 -0.70
H 1.93 6.54 6.25 0.27
H 0.61 7.61 6.69 0.36
H 0.88 6.13 7.61 0.35
H -1.08 6.11 5.97 0.42
H -0.84 3.86 5.27 0.31
H -0.02 3.95 6.82 0.40
H 2.19 3.64 6.94 0.32
H 2.90 4.71 5.68 0.26
H 3.01 2.96 5.52 0.25
H -0.55 5.87 3.70 0.25
H 1.03 5.87 3.98 0.32
C 3.95 -7.51 -5.12 -1.42
C 3.34 -6.16 -4.75 0.38
C 4.32 -4.98 -4.93 -0.73
O 5.31 -4.88 -3.90 -0.27
C 6.43 -5.73 -4.07 -0.74
N 2.83 -6.24 -3.38 -0.71
H 4.63 -7.89 -4.37 0.29
H 3.15 -8.26 -5.24 0.36
H 4.48 -7.45 -6.08 0.34
H 2.50 -5.99 -5.42 0.39
H 3.74 -4.05 -4.87 0.28
H 4.80 -5.00 -5.92 0.44
H 6.69 -5.86 -5.12 0.33
H 6.24 -6.70 -3.60 0.25
H 7.28 -5.27 -3.56 0.25
H 2.34 -5.36 -3.16 0.19
H 3.63 -6.22 -2.75 0.35
C -4.41 -0.32 5.56 -1.50
C -4.46 0.22 4.13 0.48
C -5.71 -0.23 3.35 -0.75
O -5.66 -1.58 2.89 -0.30
C -6.02 -2.55 3.86 -0.72
N -3.23 -0.16 3.44 -0.67
H -4.13 -1.37 5.61 0.29
H -3.67 0.24 6.15 0.36
H -5.38 -0.20 6.06 0.36
H -4.50 1.31 4.20 0.38
H -5.78 0.38 2.45 0.32
H -6.63 -0.05 3.92 0.43
H -6.81 -2.19 4.53 0.33
H -5.14 -2.86 4.43 0.25
H -6.40 -3.43 3.33 0.24
H -3.22 0.27 2.52 0.15
H -3.29 -1.16 3.23 0.35

# 3
12
Properties=species:S:1:pos:R:3:mulliken_charge:R:1 method="wB97M-V/def2-TZVPD" homo_ev=-8.6 homo_lumo_gap_ha=0.342 de_lowest_kcal_mol=75.7 lumo_energy_ev=0.671 largest_force_ev_per_a=0.80
C 1.31 0.37 0.67 -0.71
N 0.43 0.68 -0.44 -0.32
C -0.53 -0.14 -0.78 0.43
N -0.55 -1.47 -0.89 -0.37
C -1.24 0.98 -0.05 0.05
O -1.57 0.79 1.12 -0.62
H 1.77 -0.63 0.63 0.25
H 2.11 1.10 0.73 0.21
H 0.60 0.45 1.54 0.30
H -1.41 -1.95 -1.12 0.22
H 0.29 -2.03 -0.82 0.21
H -1.46 1.87 -0.65 0.35

# 4
80
Properties=species:S:1:pos:R:3:mulliken_charge:R:1 method="wB97M-V/def2-TZVPD" homo_ev="-10.1 / -11.1" spin_multiplicity=3 homo_lumo_gap_ha="0.248 / 0.280" de_lowest_kcal_mol=0.9 charge=+1 lumo_energy_ev="-3.321 / -3.433" largest_force_ev_per_a=0.44
W 1.22 -0.22 -0.07 2.30
C 1.11 4.25 0.21 -1.40
C 1.62 2.84 0.19 1.35
N 0.77 1.86 0.03 0.52
N -0.56 2.24 -0.18 -0.91
C -1.20 1.45 -0.95 0.44
S -0.49 0.00 -1.68 -0.51
S -2.88 1.83 -1.37 0.02
C -2.54 3.23 -2.49 -1.24
C -1.59 2.86 -3.59 0.56
C -1.97 1.95 -4.58 -0.21
C -1.06 1.56 -5.55 -0.67
C 0.23 2.06 -5.54 -0.42
C 0.62 2.96 -4.56 -0.82
C -0.29 3.36 -3.59 0.00
C 3.05 2.56 0.28 -0.07
C 3.91 3.52 0.85 -0.99
C 5.27 3.32 0.90 -0.87
C 5.82 2.17 0.34 -0.52
C 5.01 1.22 -0.24 -0.53
C 3.62 1.39 -0.26 0.99
O 2.90 0.39 -0.80 -0.74
H 0.47 4.42 -0.65 0.13
H 1.92 4.97 0.20 0.46
H 0.48 4.40 1.09 0.33
H -2.18 4.07 -1.91 0.43
H -3.53 3.48 -2.89 0.51
H -2.97 1.55 -4.57 0.41
H -1.37 0.86 -6.32 0.41
H 0.94 1.75 -6.30 0.41
H 1.62 3.37 -4.56 0.43
H 0.00 4.08 -2.84 0.27
H 3.49 4.41 1.29 0.44
H 5.90 4.06 1.36 0.42
H 6.89 2.02 0.36 0.41
H 5.41 0.32 -0.67 0.54
C -6.17 0.50 1.29 -0.98
O -5.03 -0.34 1.09 -0.36
C -4.90 -0.94 -0.12 1.13
C -5.86 -0.92 -1.12 -0.45
C -5.62 -1.54 -2.33 -0.80
C -4.41 -2.18 -2.58 -0.90
C -3.44 -2.20 -1.59 -0.37
C -3.69 -1.59 -0.37 -0.33
N -2.63 -1.54 0.59 0.73
C -2.75 -1.74 1.87 0.15
C -1.73 -1.59 2.84 0.50
C -2.06 -1.92 4.17 -0.87
C -1.15 -1.77 5.18 -0.84
C 0.12 -1.26 4.87 -0.68
C 0.48 -0.92 3.58 -0.75
C -0.43 -1.10 2.53 0.82
O -0.16 -0.78 1.29 -1.10
H -6.04 0.94 2.28 0.28
H -7.09 -0.08 1.27 0.37
H -6.20 1.29 0.54 0.37
H -6.81 -0.42 -0.95 0.44
H -6.38 -1.52 -3.10 0.42
H -4.22 -2.66 -3.53 0.42
H -2.49 -2.67 -1.76 0.53
H -1.70 -1.30 0.24 -0.37
H -3.73 -2.04 2.21 0.45
H -3.05 -2.29 4.38 0.42
H -1.40 -2.02 6.20 0.42
H 0.84 -1.12 5.66 0.44
H 1.46 -0.53 3.36 0.55
Br 4.44 -7.05 0.07 -0.17
C 4.39 -5.41 1.01 -0.17
C 5.20 -5.24 2.12 -0.29
C 5.17 -4.04 2.82 -0.81
C 4.34 -3.02 2.40 -0.41
C 3.53 -3.20 1.28 0.29
C 3.55 -4.40 0.57 -0.28
C 2.64 -2.13 0.82 1.02
O 1.91 -2.25 -0.21 -0.88
O 2.57 -1.01 1.44 -0.76
H 5.85 -6.05 2.45 0.43
H 5.80 -3.91 3.68 0.42
H 4.30 -2.07 2.92 0.46
H 2.93 -4.53 -0.30 0.61

# 5
11
Properties=species:S:1:pos:R:3:mulliken_charge:R:1 method="wB97M-V/def2-TZVPD" homo_ev="-8.1 / -8.7" homo_lumo_gap_ha="0.264 / 0.291" de_lowest_kcal_mol=109.1 lumo_energy_ev="-0.936 / -0.741" largest_force_ev_per_a=1.08
O -0.20 -1.85 -0.17 -0.45
C -0.41 -0.54 -0.39 0.47
C 0.72 0.31 -0.92 -0.50
C 0.74 1.11 0.33 -0.10
C -0.19 0.73 1.25 -0.71
C -1.31 0.04 0.60 0.51
O -2.43 -0.25 0.94 -0.51
H 1.67 -0.23 -0.99 0.26
H 0.50 0.82 -1.86 0.28
H 1.50 1.87 0.52 0.38
H -0.59 -2.00 0.69 0.36

# 6
43
Properties=species:S:1:pos:R:3:mulliken_charge:R:1 method="wB97M-V/def2-TZVPD" homo_ev=-8.4 homo_lumo_gap_ha=0.314 de_lowest_kcal_mol=5.1 lumo_energy_ev=0.096 largest_force_ev_per_a=4.01
Zr -0.31 1.12 -0.24 2.44
C 2.99 1.76 1.06 -0.92
O 1.91 1.44 0.19 -0.67
H 2.93 1.22 2.01 0.20
H 3.94 1.39 0.67 0.29
H 3.24 2.77 1.37 0.29
C -1.64 2.87 2.63 -0.95
O -1.16 2.36 1.40 -0.67
H -2.53 2.40 3.03 0.25
H -0.76 2.97 3.28 0.29
H -1.95 3.90 2.44 0.26
C -3.04 1.63 -2.62 -1.01
O -2.11 1.37 -1.54 -0.61
H -3.05 0.71 -3.20 0.33
H -4.09 1.83 -2.41 0.25
H -2.62 2.36 -3.32 0.29
C 0.60 -2.28 -1.27 -0.08
O 1.10 -2.72 0.09 -0.31
O -0.06 -1.04 -1.05 -0.47
C 1.71 -2.41 -2.41 0.66
F 2.39 -3.54 -2.49 -0.26
F 1.12 -2.12 -3.54 -0.27
F 2.54 -1.39 -2.38 -0.27
C 0.24 -3.53 0.86 -0.24
C 1.00 -3.63 2.21 -1.33
H 1.25 -2.71 2.75 0.30
H 0.33 -4.23 2.81 0.43
H 1.80 -4.35 2.06 0.35
H 0.17 -4.50 0.37 0.45
H -0.71 -3.06 1.07 0.23
H -0.19 -3.00 -1.51 0.31
O -0.10 3.35 -1.09 -0.37
H -0.03 4.03 -0.42 0.22
H 0.06 3.81 -1.92 0.24
O 0.15 -0.16 1.82 -0.25
H 0.91 -0.08 2.40 0.21
H -0.27 -0.98 2.09 0.12
O 0.57 1.21 -2.39 -0.24
H -0.07 1.00 -3.06 0.22
H 1.39 1.32 -2.87 0.21
O -2.23 -0.27 0.85 -0.33
H -2.32 -0.79 1.65 0.21
H -3.12 -0.03 0.61 0.22

# 7
55
Properties=species:S:1:pos:R:3:mulliken_charge:R:1 method="wB97M-V/def2-TZVPD" homo_ev="-3.4 / -5.8" spin_multiplicity=4 homo_lumo_gap_ha="0.204 / 0.291" de_lowest_kcal_mol=0.0 charge=-1 lumo_energy_ev="2.194 / 2.131" largest_force_ev_per_a=0.57
Tc 0.53 -0.53 -2.26 -0.43
Cl -4.79 0.20 -7.39 -0.21
C -3.63 0.35 -6.12 0.33
C -2.69 -0.65 -5.91 -0.18
Cl -2.66 -2.05 -6.91 -0.19
C -1.75 -0.52 -4.89 0.54
Cl -0.56 -1.76 -4.62 -0.16
C -1.72 0.60 -4.03 0.04
O -0.86 0.74 -3.08 -0.75
C -2.70 1.59 -4.26 0.21
Cl -2.68 2.97 -3.23 -0.17
C -3.62 1.47 -5.28 0.15
Cl -4.79 2.71 -5.53 -0.20
O 1.99 -1.78 -2.34 -0.52
N 3.13 -1.61 -1.55 -0.51
C 3.70 -0.39 -1.90 0.42
C 4.87 0.04 -1.24 0.24
N 5.84 0.39 -0.71 -0.66
C 2.97 0.47 -2.72 0.56
N 2.21 1.08 -3.37 -0.68
C 0.41 -0.30 -0.61 0.34
Ge 0.24 -0.15 1.33 2.14
C 1.56 1.14 1.91 0.30
C 2.83 1.08 1.34 -0.47
C 3.83 1.95 1.74 -0.68
C 3.56 2.90 2.72 -0.41
C 2.30 2.97 3.30 -0.59
C 1.31 2.09 2.89 -0.36
C -1.57 0.45 1.71 0.06
C -1.92 1.78 1.48 -0.39
C -3.22 2.22 1.68 -0.72
C -4.19 1.33 2.13 -0.40
C -3.86 0.01 2.36 -0.61
C -2.56 -0.43 2.15 -0.44
C 0.59 -1.92 2.03 -0.06
C 1.34 -2.83 1.28 -0.26
C 1.65 -4.08 1.79 -0.64
C 1.22 -4.44 3.06 -0.40
C 0.49 -3.55 3.82 -0.66
C 0.18 -2.30 3.31 -0.21
H 3.05 0.35 0.57 0.14
H 4.81 1.88 1.28 0.47
H 4.34 3.58 3.04 0.37
H 2.10 3.71 4.06 0.38
H 0.32 2.16 3.35 0.35
H -1.17 2.48 1.12 0.47
H -3.48 3.25 1.48 0.39
H -5.20 1.68 2.29 0.38
H -4.61 -0.69 2.70 0.39
H -2.31 -1.47 2.33 0.41
H 1.70 -2.56 0.29 0.26
H 2.23 -4.77 1.19 0.43
H 1.46 -5.42 3.45 0.36
H 0.16 -3.82 4.82 0.38
H -0.39 -1.60 3.93 0.42